1.
A cluster of 3 separate species, C2H11N2O2 in total at a distorted geometry, computed with wB97M-V/def2-TZVPD.

Each line ends with the Löwdin charge.
Geometry (Å):
C  -0.212  -0.449  -0.689  -0.12
C  -1.364  -0.547  -1.403  -0.18
N  -1.633  -0.102  -2.724  0.07
N  0.215  -1.503  0.326  0.17
H  0.620  0.086  -1.140  0.10
H  -2.276  -1.033  -0.843  0.15
H  -2.581  0.180  -2.931  0.10
H  -0.817  0.070  -3.361  0.13
H  0.812  -2.179  0.020  0.11
H  -0.692  -1.834  0.628  0.14
H  0.593  -0.907  1.258  0.15
H  0.878  3.268  0.619  0.06
H  1.773  2.274  1.242  -0.01
O  1.191  2.354  0.522  -0.04
H  1.924  0.212  2.517  0.09
H  0.551  0.277  3.371  0.14
O  1.019  -0.167  2.587  -0.06

Atomic forces in eV per Å
1.0 -0.8 -2.0
-1.9 -0.7 0.2
1.8 -0.5 2.2
-3.0 6.3 2.9
0.1 -0.1 0.4
1.6 0.7 -1.4
0.5 0.0 -0.3
-1.6 0.1 1.0
1.9 -2.4 -1.2
0.0 -1.0 0.3
-0.6 -1.5 -1.8
0.0 -0.3 -0.3
1.3 -0.2 1.4
-1.3 0.6 -1.1
-0.9 -0.3 0.4
1.1 -0.9 -1.8
0.0 1.1 1.4

As for the total energy: -342.49703 hartree. The net charge is +1. Its spin multiplicity is 1. Its frontier orbital gap is 9.41 eV. The calculation puts the highest occupied orbital energy at -12.58 eV. The energy above the lowest of the compared OMol25 structures with the same formula, charge and spin is 240.0 kJ/mol. The maximum force is 0.1479 Eh/bohr.

***

2.
The molecule C4H6N2O, computed with wB97M-V/def2-TZVPD.

Each line ends with the Löwdin charge.
Geometry (Å):
N  0.379  1.805  0.018  0.12
C  0.217  0.397  -0.118  -0.62
C  -0.230  -0.374  1.104  0.00
C  -0.932  -1.414  0.646  -0.10
C  -1.316  -1.230  -0.818  -0.03
O  1.429  -0.194  -0.602  0.00
N  -0.822  -0.026  -1.067  0.02
H  1.148  1.962  0.667  0.09
H  0.685  2.198  -0.871  0.09
H  0.043  -0.099  2.120  0.12
H  -1.250  -2.279  1.216  0.08
H  1.453  -1.112  -0.295  0.10
H  -0.805  0.365  -2.000  0.13

Atomic forces in eV per Å
0.0 0.0 -0.1
-0.1 0.0 0.1
0.0 -0.3 -0.1
-0.2 0.0 0.2
-0.3 0.5 0.3
0.5 0.2 0.3
0.2 -0.5 -0.3
-0.2 0.1 -0.1
-0.1 0.0 0.1
0.2 -0.3 -0.2
-0.2 0.2 0.0
0.0 0.2 -0.2
0.0 -0.2 0.0

As for the total energy: -340.67066 hartree. Its spin multiplicity is 1. Its frontier orbital gap is 8.66 eV. The calculation puts the highest occupied orbital energy at -8.51 eV. The energy above the lowest of the compared OMol25 structures with the same formula, charge and spin is 326.2 kJ/mol. The maximum force is 0.0134 Eh/bohr.

***

3.
A cluster of 8 separate species, C58H58Cl2F13I2N4S in total at a distorted geometry, computed with wB97M-V/def2-TZVPD.

Each line ends with the Löwdin charge.
Geometry (Å):
C  1.012  -4.115  -4.750  -0.08
C  0.971  -4.048  -3.256  -0.71
Cl  2.431  -4.424  -2.496  0.79
C  -0.147  -3.679  -2.506  -0.68
Cl  -0.212  -3.541  -0.817  0.88
N  -1.381  -3.319  -3.169  0.11
C  -1.583  -2.000  -3.490  -0.22
N  -0.596  -1.174  -2.983  -0.03
C  -0.707  -0.627  -1.607  -0.17
C  0.616  -0.450  -0.880  -0.17
F  0.337  -0.642  0.483  -0.06
C  -0.015  -0.224  -3.949  -0.15
C  1.426  -0.528  -4.360  -0.24
C  2.255  0.730  -4.514  -0.55
S  3.617  0.601  -5.689  0.78
N  -2.653  -1.653  -4.287  -0.06
C  -2.744  -2.167  -5.669  -0.18
C  -4.156  -2.236  -6.230  -0.24
N  -5.144  -2.664  -5.258  0.05
C  -3.234  -0.355  -4.087  -0.71
I  -2.993  1.074  -5.605  1.11
C  -4.059  -0.047  -3.026  -0.75
C  -4.797  1.219  -2.810  -0.20
I  -4.433  -1.447  -1.545  1.10
C  -2.279  -4.423  -3.564  -0.35
F  -3.571  -3.996  -3.493  0.09
F  -2.000  -4.751  -4.871  0.10
C  -2.139  -5.741  -2.739  -0.46
F  -3.188  -6.537  -3.064  0.18
F  -2.133  -5.448  -1.408  0.11
F  -0.955  -6.358  -3.035  0.16
H  0.592  -3.217  -5.187  0.07
H  2.035  -4.185  -5.083  0.08
H  0.479  -4.979  -5.114  0.08
H  -1.303  -1.290  -1.009  0.04
H  -1.244  0.312  -1.691  0.12
H  1.340  -1.185  -1.212  0.10
H  1.030  0.547  -0.986  0.13
H  -0.622  -0.227  -4.841  0.05
H  -0.085  0.763  -3.510  0.13
H  1.885  -1.217  -3.664  0.11
H  1.396  -1.032  -5.319  0.08
H  2.703  1.017  -3.572  0.07
H  1.626  1.541  -4.858  0.07
H  3.251  -0.535  -6.269  -0.15
H  -2.170  -1.497  -6.299  0.07
H  -2.251  -3.120  -5.689  0.10
H  -4.109  -2.858  -7.117  0.12
H  -4.424  -1.242  -6.560  0.06
H  -6.033  -2.231  -5.432  0.04
H  -5.297  -3.657  -5.249  0.08
H  -5.370  1.464  -3.696  0.06
H  -5.485  1.125  -1.985  0.05
H  -4.122  2.027  -2.586  0.08
F  -2.546  3.319  -0.237  0.03
C  -2.213  3.055  1.052  -0.28
C  -2.184  4.098  1.950  -0.01
C  -1.847  3.816  3.263  -0.06
C  -1.539  2.521  3.653  -0.08
C  -1.560  1.493  2.717  -0.07
C  -1.911  1.755  1.398  -0.02
H  -2.426  5.100  1.624  0.12
H  -1.834  4.617  3.990  0.10
H  -1.285  2.324  4.680  0.08
H  -1.313  0.482  3.010  0.10
H  -1.959  0.969  0.656  0.09
F  -7.344  -0.460  -3.559  0.03
C  -7.977  -1.662  -3.560  -0.30
C  -8.237  -2.272  -2.352  -0.03
C  -8.868  -3.507  -2.360  -0.07
C  -9.232  -4.100  -3.561  -0.08
C  -8.960  -3.457  -4.761  -0.07
C  -8.324  -2.223  -4.771  -0.05
H  -7.942  -1.788  -1.431  0.11
H  -9.077  -4.004  -1.424  0.11
H  -9.729  -5.059  -3.563  0.11
H  -9.246  -3.915  -5.697  0.11
H  -8.114  -1.697  -5.693  0.12
F  5.557  2.561  -2.845  0.03
C  6.822  2.356  -3.299  -0.28
C  7.006  1.431  -4.305  -0.04
C  8.297  1.216  -4.764  -0.10
C  9.362  1.923  -4.225  -0.10
C  9.141  2.837  -3.206  -0.08
C  7.858  3.063  -2.728  -0.01
H  6.144  0.913  -4.705  0.05
H  8.468  0.502  -5.559  0.11
H  10.364  1.756  -4.593  0.11
H  9.972  3.376  -2.775  0.11
H  7.661  3.770  -1.934  0.12
F  9.520  1.091  -0.693  0.06
C  9.657  -0.245  -0.816  -0.28
C  9.035  -0.863  -1.881  -0.01
C  9.189  -2.234  -2.023  -0.08
C  9.949  -2.957  -1.115  -0.10
C  10.562  -2.303  -0.056  -0.08
C  10.419  -0.932  0.106  -0.01
H  8.454  -0.274  -2.578  0.09
H  8.717  -2.738  -2.855  0.10
H  10.069  -4.024  -1.235  0.10
H  11.161  -2.863  0.649  0.10
H  10.896  -0.399  0.917  0.12
F  -1.613  2.576  6.785  0.02
C  -1.263  1.540  7.593  -0.28
C  -1.462  0.254  7.140  -0.02
C  -1.096  -0.793  7.974  -0.07
C  -0.551  -0.541  9.225  -0.09
C  -0.367  0.767  9.650  -0.09
C  -0.724  1.825  8.829  -0.03
H  -1.896  0.083  6.164  0.11
H  -1.238  -1.811  7.641  0.11
H  -0.264  -1.361  9.867  0.11
H  0.061  0.965  10.621  0.11
H  -0.583  2.853  9.134  0.12
F  2.555  -0.059  10.182  0.05
C  3.205  0.214  9.028  -0.28
C  4.270  -0.586  8.673  -0.01
C  4.935  -0.303  7.490  -0.08
C  4.539  0.760  6.691  -0.10
C  3.465  1.547  7.079  -0.08
C  2.782  1.275  8.256  -0.01
H  4.566  -1.405  9.313  0.12
H  5.768  -0.920  7.191  0.10
H  5.067  0.972  5.772  0.10
H  3.151  2.379  6.464  0.10
H  1.941  1.872  8.569  0.10
F  -6.950  7.775  6.184  0.06
C  -5.770  7.142  6.333  -0.29
C  -5.764  5.764  6.407  -0.02
C  -4.545  5.120  6.556  -0.08
C  -3.369  5.852  6.638  -0.11
C  -3.408  7.237  6.560  -0.08
C  -4.618  7.898  6.404  -0.02
H  -6.695  5.219  6.347  0.12
H  -4.514  4.040  6.609  0.10
H  -2.424  5.340  6.761  0.09
H  -2.494  7.810  6.623  0.10
H  -4.676  8.975  6.339  0.12

Atomic forces in eV per Å
-0.1 0.2 0.3
-2.6 0.9 1.3
0.3 -0.1 0.6
2.1 -0.6 -2.1
0.6 -0.3 0.5
-0.1 -0.6 -0.3
-0.3 -0.5 0.0
-1.1 0.5 -0.4
0.0 -0.1 -0.3
-0.4 -0.1 0.4
0.3 0.1 -0.6
-0.2 0.0 0.2
-0.1 -0.3 0.0
-0.1 0.1 -0.1
0.4 0.1 -0.1
1.6 1.0 0.5
-0.1 -0.4 0.0
-0.2 0.0 0.5
0.2 0.2 0.0
-1.3 0.4 1.8
0.0 0.3 0.1
1.5 -1.0 -1.6
-0.1 0.1 -0.2
0.1 -0.4 0.2
-0.6 1.1 -0.4
1.4 -0.9 0.0
-0.3 -0.6 1.0
0.5 -0.5 0.7
1.5 0.8 0.6
-0.6 -0.8 -1.7
-1.7 0.4 0.2
-0.3 0.2 -0.2
0.3 0.0 -0.1
-0.2 -0.3 -0.2
-0.3 -0.2 0.2
-0.1 0.3 0.0
0.2 -0.2 0.1
0.1 0.2 0.0
-0.2 0.2 -0.2
-0.1 0.4 0.0
0.2 -0.2 0.3
0.0 -0.2 -0.2
0.0 0.2 0.3
-0.2 0.3 0.0
-0.1 -0.2 -0.2
0.3 0.2 -0.2
0.0 0.0 -0.2
0.1 -0.2 -0.3
-0.2 0.2 -0.1
-0.2 0.1 0.0
0.0 -0.3 0.0
-0.1 0.2 -0.2
-0.2 0.0 0.2
0.3 0.4 0.0
0.0 -0.1 -0.1
0.0 0.0 -0.1
0.0 0.1 0.0
0.0 0.0 0.1
0.1 -0.1 -0.2
-0.1 0.1 0.0
0.0 -0.1 0.1
0.0 0.0 0.0
0.0 0.0 0.0
0.0 -0.1 0.0
0.0 0.0 0.0
0.0 0.0 0.0
0.0 -0.1 0.0
0.1 0.1 0.0
0.1 0.0 0.0
0.0 0.0 -0.1
0.0 0.0 0.0
0.0 0.0 0.0
-0.1 0.0 0.0
0.0 0.0 0.0
0.0 0.0 0.0
0.0 0.0 0.0
0.0 0.0 0.0
-0.1 0.0 0.0
0.1 0.0 0.0
-0.2 0.0 0.1
0.0 0.0 0.0
0.0 0.1 -0.1
0.0 0.0 0.0
0.0 0.0 0.0
0.0 0.0 0.0
0.1 0.0 0.0
0.0 0.0 0.0
0.0 0.0 0.0
0.0 0.0 0.0
0.0 0.0 0.0
0.0 0.0 0.2
0.0 0.1 -0.1
-0.1 0.0 0.0
0.0 0.0 0.0
0.0 0.0 0.0
0.0 0.0 0.0
0.0 0.0 0.0
0.0 0.0 0.0
0.0 0.0 0.0
0.0 0.0 0.0
0.0 0.0 0.0
0.0 0.0 0.0
0.0 0.0 0.2
0.0 0.1 -0.1
0.0 0.0 0.0
0.0 0.0 0.0
0.0 0.0 0.0
-0.1 -0.1 0.0
0.0 0.1 0.1
0.0 0.0 0.0
0.0 0.0 0.0
0.0 0.0 0.0
0.0 0.0 0.0
0.0 0.0 0.0
0.0 0.0 0.0
0.0 0.0 0.1
0.0 0.0 0.0
0.0 0.0 0.0
0.0 0.0 0.0
0.0 0.0 0.0
0.0 0.1 0.0
0.0 0.0 0.0
0.1 -0.1 0.0
0.0 0.0 0.0
0.0 0.0 0.0
0.0 0.0 0.0
0.0 0.0 0.0
-0.1 0.0 0.0
0.0 0.0 0.0
0.0 0.0 0.0
0.1 0.0 0.0
0.0 0.0 0.0
0.0 0.0 0.0
0.0 0.0 0.0
0.0 0.0 0.0
0.0 0.0 0.0
0.0 0.0 0.0
0.0 0.0 0.0

As for the total energy: -5675.84056 hartree. The net charge is +1. Its spin multiplicity is 1. Its frontier orbital gap is 6.62 eV. The calculation puts the highest occupied orbital energy at -10.34 eV. The maximum force is 0.0599 Eh/bohr.

***

- What is the spin multiplicity in the first record?
  1

***

- Which of these has the highest highest occupied orbital energy?
  C4H6N2O